i:
Below is an isolated molecule of C18H26N2O4S, with properties calculated with the ωB97M-V functional and the def2-TZVPD basis.

Element x y z (Å)
C  -6.56843  -2.43356  1.00638
H  -6.39821  -3.17458  1.78379
H  -6.43728  -2.91435  0.03960
H  -7.59646  -2.08732  1.08069
C  -5.59850  -1.26590  1.15761
C  -4.14650  -1.74046  1.06879
C  -3.18881  -0.55733  1.17696
N  -3.48689  0.40023  0.13467
S  -2.27801  1.54148  -0.06527
O  -2.76431  2.53982  -0.97054
O  -1.73899  1.97260  1.19705
C  -1.04240  0.54650  -0.89728
C  0.15219  0.28013  -0.26139
C  1.10496  -0.50670  -0.90197
C  0.81898  -1.02257  -2.16386
C  -0.38090  -0.73859  -2.79365
C  -1.32143  0.05638  -2.15829
H  -2.26549  0.30502  -2.61520
H  -0.58288  -1.13873  -3.77543
H  1.55843  -1.65178  -2.63652
C  2.41608  -0.86947  -0.27635
O  2.99161  -1.90574  -0.54963
N  2.89909  0.03514  0.60392
H  2.42749  0.91724  0.72185
C  4.15687  -0.14517  1.28429
H  4.43188  -1.19598  1.17675
C  5.27459  0.75044  0.70654
H  4.93645  1.79335  0.72006
C  5.71952  0.28888  -0.68298
H  6.18829  1.11699  -1.21524
C  6.74965  -0.78908  -0.34270
H  6.26334  -1.76045  -0.26243
C  7.29371  -0.33542  1.02100
H  8.29402  0.10199  0.94036
O  6.42984  0.68084  1.51449
H  7.33421  -1.16173  1.73972
H  7.53743  -0.85929  -1.08898
H  4.89296  -0.09593  -1.27445
H  4.03910  0.08915  2.34611
H  0.29202  0.67802  0.73247
C  -4.83133  0.93288  0.23159
C  -5.83477  -0.20558  0.07975
H  -5.71384  -0.65908  -0.90533
H  -6.84714  0.19368  0.15484
H  -4.93630  1.67153  -0.56360
H  -4.97949  1.43607  1.19919
H  -2.15501  -0.88189  1.03876
H  -3.27174  -0.08631  2.16752
H  -3.98736  -2.23602  0.10938
H  -3.92998  -2.45369  1.86544
H  -5.75371  -0.80401  2.13940

Calculated values
SMILES: CC1CCN(S(=O)(=O)c2cccc(C(=O)NC[C@@H]3CCCO3)c2)CC1
HOMO energy: -9.4 eV
E_LUMO: 0.309 eV

=====

ii:
Below is an isolated molecule of C18H26N2O4S, with properties calculated with the ωB97M-V functional and the def2-TZVPD basis.

Element x y z (Å)
C  -6.91065  -2.06316  -1.06154
H  -7.83958  -2.46462  -0.65935
O  -6.39201  -1.22788  -0.05379
C  -5.22688  -0.56815  -0.28321
C  -4.47980  -0.67257  -1.45152
C  -3.30090  0.04446  -1.58696
C  -2.87678  0.85724  -0.55940
C  -3.61262  0.96981  0.60755
C  -4.79010  0.26566  0.76573
C  -5.61372  0.36367  2.01033
H  -6.61444  0.71687  1.76769
H  -5.72018  -0.61893  2.46717
H  -5.15584  1.04425  2.72169
H  -3.24924  1.62459  1.38340
S  -1.36116  1.79138  -0.70034
O  -0.77575  1.51484  -1.98394
O  -1.61227  3.15731  -0.34644
N  -0.49507  1.09981  0.56402
C  0.04351  -0.20307  0.24892
C  1.37944  -0.12060  -0.49117
H  1.75958  -1.12777  -0.67381
H  1.21488  0.36999  -1.45153
C  2.37331  0.70996  0.33023
C  3.69068  0.82218  -0.43117
O  3.93244  1.74178  -1.18924
N  4.57909  -0.17676  -0.24317
C  4.49414  -1.29459  0.67645
C  5.71839  -2.14626  0.33843
H  6.06384  -2.72665  1.19152
C  6.73438  -1.10756  -0.13084
C  5.86506  -0.14128  -0.92580
H  6.24149  0.88296  -0.94362
H  5.74008  -0.47515  -1.96202
H  7.53180  -1.53830  -0.73174
H  7.17593  -0.60040  0.72773
H  5.48282  -2.82964  -0.47803
H  3.56289  -1.85099  0.54897
H  4.54982  -0.94034  1.71445
H  2.54081  0.22859  1.29996
C  1.76853  2.09746  0.55374
C  0.42395  1.97133  1.26578
H  0.56174  1.56449  2.27498
H  -0.06689  2.94217  1.33529
H  1.62660  2.57999  -0.41416
H  2.44566  2.71476  1.14641
H  0.16344  -0.75272  1.19067
H  -0.70135  -0.71685  -0.36254
H  -2.70866  -0.01519  -2.48619
H  -4.80544  -1.30398  -2.26248
H  -6.22963  -2.88888  -1.29024
H  -7.12534  -1.50323  -1.97684

Calculated values
SMILES: COc1ccc(S(=O)(=O)N2CCC(C(=O)N3CCCC3)CC2)cc1C
HOMO energy: -8.8 eV
E_LUMO: 0.632 eV

=====

Of them, the most stable is i and the least stable is ii.

=====

i:
Below is an isolated ion of composition CHN2OS and charge -1, with properties calculated with the ωB97M-V functional and the def2-TZVPD basis.

Element x y z (Å)
C  0.91466  0.04375  -0.12423
N  1.62202  0.83030  -0.63511
N  -0.09620  -0.71785  0.06711
O  0.02024  -1.96088  0.44987
S  -1.45389  0.55241  0.63035
H  -1.00683  1.25227  -0.38799

Calculated values
Total charge: -1
SMILES: N#CN([O-])S
HOMO energy (spin up / spin down): -2.6 / -2.6 eV
E_LUMO (spin up / spin down): 3.601 / 3.602 eV

=====

ii:
Below is CHN2OS as an isolated structure, with properties calculated with the ωB97M-V functional and the def2-TZVPD basis.

Element x y z (Å)
C  1.00276  0.51136  -0.25017
N  2.02517  0.95771  0.02981
N  -0.30506  0.20428  -0.32124
O  -0.83956  -0.10281  -1.55641
S  -0.30033  -1.00868  0.87619
H  -1.58298  -0.56186  1.22182

Calculated values
Total charge: -1
HOMO energy: -2.9 eV
E_LUMO: 3.598 eV

=====

Of them, the most stable is ii and the least stable is i.

=====

i:
Below is an isolated molecule of CHF3N2O, with properties calculated with the ωB97M-V functional and the def2-TZVPD basis.

Element x y z (Å)
C  -0.08335  1.63745  -1.26625
N  0.78603  0.06094  0.66646
N  1.09831  1.04460  -0.00961
O  1.60173  -0.29595  1.47987
F  -0.12373  0.68050  -2.07065
F  -1.20191  1.81916  -0.66138
F  0.47063  2.80744  -1.65790
H  1.99100  1.50717  0.31683

Calculated values
SMILES: O=NNC(F)(F)F
HOMO energy: -9.2 eV
E_LUMO: 0.679 eV

=====

ii:
Below is a 2-piece molecular cluster, CHF3N2O overall, with properties calculated with the ωB97M-V functional and the def2-TZVPD basis.

Element x y z (Å)
C  0.25095  -0.55163  0.23506
N  1.08223  0.38912  -0.08444
N  3.26732  0.01189  0.47659
O  0.42502  -1.64000  0.70353
F  0.88379  1.69018  -0.30304
F  3.83481  0.83560  -0.37603
F  3.41784  -1.22293  -0.04348
H  -0.71926  -0.19467  0.17440

Calculated values
HOMO energy (spin up / spin down): -10.0 / -8.4 eV
E_LUMO (spin up / spin down): -1.406 / -4.932 eV

=====

Of them, the most stable is i and the least stable is ii.

=====

i:
Below is C5H15N3 as an isolated structure, with properties calculated with the ωB97M-V functional and the def2-TZVPD basis.

Element x y z (Å)
C  -1.43724  -0.75932  0.39366
C  -0.16286  -0.51986  -0.31078
C  -3.19251  1.06345  0.20572
C  2.11510  -1.43493  -0.64250
C  1.65123  1.06806  0.56949
N  2.84409  1.01482  0.19457
N  -2.68559  -0.26983  -0.20398
N  1.09092  -0.76484  0.17230
H  -1.36260  -1.06423  1.33082
H  -0.33846  0.00243  -1.23488
H  -3.13980  1.23845  1.33869
H  -2.60456  1.91060  -0.19860
H  -4.07676  1.12439  -0.32403
H  2.35869  -0.99282  -1.60927
H  3.02967  -1.38639  -0.04831
H  1.90841  -2.47724  -0.76912
H  1.30707  1.19708  1.58979
H  0.86568  1.33584  -0.19598
H  3.64114  0.95328  0.81001
H  3.15144  1.10801  -0.83106
H  -2.52463  -0.21702  -1.26319
H  -3.45715  -0.97911  -0.03873
H  1.01873  -1.15082  1.06539

Calculated values
Total charge: +2
HOMO energy: -17.4 eV
E_LUMO: -7.446 eV

=====

ii:
Below is a 3-piece molecular cluster, C5H15N3 overall, with properties calculated with the ωB97M-V functional and the def2-TZVPD basis.

Element x y z (Å)
C  0.25686  0.94737  2.23184
C  1.15204  2.23682  -0.66009
C  -2.33190  -1.44054  -0.89878
C  1.30172  1.25706  -1.49340
C  1.18249  -1.54355  -0.52787
N  0.26425  1.91601  3.04529
N  -0.04598  -1.51576  -0.17428
N  -1.00268  -2.22069  -0.99813
H  -0.50798  0.16431  2.36476
H  0.66468  0.95689  1.36527
H  2.00653  2.53297  -0.07742
H  0.25572  2.61605  -0.35986
H  -2.27869  -0.44940  -0.58731
H  -2.79973  -1.43604  -1.84612
H  -2.99625  -1.94188  -0.07825
H  2.28389  0.76874  -1.68985
H  0.48422  0.85340  -2.09129
H  1.58547  -1.91251  -1.45807
H  1.75889  -0.75143  -0.14034
H  -0.33827  1.64787  3.87528
H  0.81662  2.79939  2.87549
H  -0.95443  -3.19353  -0.63042
H  -0.75748  -2.29157  -2.04645

Calculated values
Total charge: +2
HOMO energy: -17.2 eV
E_LUMO: -8.422 eV

=====

Of them, the most stable is i and the least stable is ii.